# C40H29AsBrN3O4PtS

A molecular structure, C40H29AsBrN3O4PtS (ωB97M-V with the def2-TZVPD basis set, OMol25).

```
80
Properties=species:S:1:pos:R:3:forces:R:3:mulliken_charge:R:1
Pt -0.462 -0.256 0.195 0.1 -0.1 0.2 1.070
C 2.898 -0.772 0.308 0.0 -0.1 0.0 -0.882
O 1.984 0.243 -0.100 0.0 0.1 0.0 0.182
C 2.424 1.539 -0.039 0.0 0.1 0.0 -0.587
C 3.769 1.870 -0.055 -0.1 0.0 0.0 -0.402
C 4.129 3.210 -0.009 0.0 0.0 0.0 -0.471
Br 5.971 3.651 -0.024 0.0 0.0 0.0 -0.217
C 3.191 4.212 0.037 0.0 0.0 0.0 -0.743
C 1.834 3.880 0.047 0.0 -0.1 0.0 0.812
C 1.448 2.543 0.028 -0.1 -0.1 0.0 0.959
O 0.117 2.187 0.068 0.0 0.0 -0.4 -1.340
C 0.874 4.993 0.082 0.0 -0.1 0.0 0.226
N 1.227 6.228 0.326 0.0 0.0 0.0 -0.731
C 0.061 6.958 0.225 -0.1 0.0 0.0 0.519
C -0.154 8.327 0.389 0.0 0.0 0.0 -0.781
C -1.438 8.800 0.228 0.0 0.0 0.0 -0.460
C -2.502 7.940 -0.091 0.0 0.0 0.0 -0.461
C -2.311 6.583 -0.257 0.0 0.0 0.0 -0.957
C -1.012 6.113 -0.094 -0.1 0.1 0.0 0.653
N -0.462 4.855 -0.176 0.0 0.0 0.0 0.243
H 3.653 -0.945 -0.463 0.0 0.0 0.0 0.352
H 2.305 -1.672 0.468 0.1 0.1 0.0 -0.011
H 3.380 -0.495 1.248 0.0 0.0 0.0 0.600
H 4.531 1.110 -0.105 0.0 0.0 0.0 0.569
H 3.468 5.255 0.067 0.0 0.0 0.0 0.610
H -0.221 2.289 1.018 0.2 0.0 0.2 0.544
H 0.668 8.984 0.634 0.0 0.0 0.0 0.435
H -1.637 9.856 0.349 0.0 0.0 0.0 0.380
H -3.496 8.352 -0.207 0.0 0.0 0.0 0.376
H -3.131 5.923 -0.497 0.0 0.0 0.0 0.413
H -0.919 3.982 -0.383 0.1 0.1 0.0 0.061
S -2.641 -0.256 -0.445 0.1 0.0 0.1 -0.468
C -3.213 -1.921 -0.255 0.0 0.0 0.0 0.784
C -4.589 -2.131 -0.171 0.0 0.0 0.0 -0.672
C -5.097 -3.411 -0.031 0.0 0.0 0.0 -0.586
C -4.243 -4.504 0.027 0.0 0.0 0.0 -0.776
C -2.873 -4.307 -0.067 0.0 0.0 0.0 -0.192
C -2.359 -3.025 -0.211 0.0 0.0 0.0 -0.446
As -0.476 -2.667 -0.405 -0.2 0.1 -0.3 1.464
C 0.334 -4.402 -0.062 0.1 0.1 0.1 -0.035
C 0.560 -4.801 1.252 -0.1 0.0 0.0 -0.117
C 1.084 -6.059 1.509 0.0 0.0 0.0 -0.770
C 1.392 -6.914 0.461 0.0 0.0 0.0 -0.490
C 1.177 -6.512 -0.848 0.0 0.0 0.0 -0.771
C 0.649 -5.257 -1.114 0.0 0.0 0.0 -0.163
C -0.308 -2.527 -2.338 0.0 -0.1 0.0 0.060
C 0.891 -2.043 -2.851 0.0 0.0 0.0 -0.009
C 1.061 -1.902 -4.219 0.0 0.0 0.0 -0.709
C 0.025 -2.232 -5.082 0.0 0.0 0.0 -0.506
C -1.175 -2.704 -4.574 0.0 0.0 0.0 -0.698
C -1.343 -2.854 -3.204 0.0 0.0 0.0 -0.380
H -5.254 -1.279 -0.205 0.0 0.0 0.0 0.437
H -6.167 -3.555 0.042 0.0 0.0 0.0 0.372
H -4.639 -5.503 0.144 0.0 0.0 0.0 0.406
H -2.201 -5.157 -0.030 0.0 0.0 0.0 0.388
H 0.343 -4.125 2.068 0.0 -0.1 -0.1 0.417
H 1.258 -6.369 2.530 0.0 0.0 0.0 0.439
H 1.805 -7.893 0.665 0.0 0.0 0.0 0.383
H 1.419 -7.177 -1.667 0.0 0.0 0.0 0.417
H 0.479 -4.952 -2.139 0.0 0.0 0.0 0.414
H 1.697 -1.764 -2.179 0.0 0.0 0.0 0.306
H 1.995 -1.525 -4.610 0.0 0.0 0.0 0.419
H 0.152 -2.114 -6.149 0.0 0.0 0.0 0.382
H -1.985 -2.955 -5.244 0.0 0.0 0.0 0.415
H -2.285 -3.221 -2.813 0.0 0.0 0.0 0.406
O -0.405 2.175 2.523 -0.2 0.1 0.2 -0.884
C -0.093 1.075 2.973 0.1 -0.1 -0.1 0.419
N 0.197 -0.031 2.229 -0.1 0.0 -0.1 -0.129
C 0.531 -1.080 3.066 -0.1 -0.1 0.0 -0.090
O 0.835 -2.198 2.709 0.1 0.2 0.1 -0.590
C 0.443 -0.586 4.478 0.0 0.0 0.1 0.273
C 0.682 -1.215 5.680 0.0 0.0 0.0 -0.397
C 0.510 -0.457 6.836 0.0 0.0 0.0 -0.499
C 0.123 0.879 6.773 0.0 0.0 0.0 -0.564
C -0.109 1.505 5.551 0.0 -0.1 0.0 -0.242
C 0.055 0.739 4.418 0.0 0.0 0.0 -0.215
H 0.984 -2.252 5.721 0.0 0.0 0.0 0.498
H 0.682 -0.912 7.802 0.0 0.0 0.0 0.412
H 0.005 1.439 7.690 0.0 0.0 0.0 0.402
H -0.405 2.541 5.488 0.0 0.1 0.0 0.524
```
Positions in Å, forces in eV/Å.

Output
* HOMO-LUMO gap (alpha / beta): 7.15 / 6.91 eV
* spin multiplicity: 3
* net charge: 0
* HOMO level (alpha / beta): -7.38 / -8.06 eV
* E_tot: -199575.268 eV


# C5H7NO

A single C5H7NO molecule (ωB97M-V with the def2-TZVPD basis set, OMol25).

```
14
Properties=species:S:1:pos:R:3:forces:R:3:mulliken_charge:R:1
C 0.589 -0.645 1.550 0.1 0.0 0.0 -1.073
C -0.509 0.314 1.193 0.0 0.1 -0.1 -0.013
C -0.637 0.999 0.056 0.0 -0.1 0.1 -0.266
C 0.327 0.943 -1.104 0.1 0.1 0.2 -0.656
N 0.014 -0.104 -2.060 -0.2 -0.6 -0.1 -0.361
C -0.425 -1.225 -1.998 0.0 -0.1 -0.1 0.677
O -0.842 -2.322 -2.069 0.3 0.7 0.1 -0.471
H 1.116 -0.316 2.454 -0.1 0.0 -0.1 0.319
H 0.170 -1.635 1.767 0.0 0.1 0.0 0.269
H 1.325 -0.766 0.750 -0.1 0.0 0.1 0.294
H -1.285 0.438 1.948 0.1 0.0 -0.1 0.343
H -1.511 1.634 -0.081 0.1 -0.1 0.0 0.339
H 1.355 0.794 -0.756 -0.1 0.0 0.0 0.309
H 0.314 1.890 -1.650 0.0 -0.1 0.1 0.290
```
Positions in Å, forces in eV/Å.

Output
* HOMO-LUMO gap: 10.66 eV
* SMILES string: C/C=C\CN=C=O
* ΔE to the lowest compared entry with this formula, charge and spin: 76.1 kJ/mol
* net charge: 0
* HOMO level: -9.82 eV
* E_tot: -8835.414 eV


# C28H27F3N4OS

3 unconnected molecules or ions with the total composition C28H27F3N4OS (ωB97M-V with the def2-TZVPD basis set, OMol25).

```
64
Properties=species:S:1:pos:R:3:forces:R:3:mulliken_charge:R:1
H 1.027 -0.016 -6.547 0.0 0.0 -0.1 0.245
N 0.565 0.837 -6.226 0.1 -0.1 -0.1 -0.797
C 0.648 0.935 -4.966 -0.1 0.0 -0.2 0.458
C 0.014 2.123 -4.310 0.3 -0.1 0.2 -0.750
C 1.393 -0.118 -4.163 -0.2 0.4 0.2 -0.712
N 1.126 -0.110 -2.695 0.4 -0.6 -0.4 1.310
C 2.272 0.338 -1.948 0.3 0.5 0.5 -0.020
C 2.300 1.616 -1.394 0.3 0.1 0.0 -0.434
C 3.415 2.065 -0.695 0.5 -0.3 0.1 -1.057
C 4.524 1.238 -0.501 -0.7 -0.2 -0.5 -0.678
C 4.500 -0.046 -1.038 0.0 0.3 0.1 -0.448
C 3.393 -0.479 -1.757 -0.4 -0.1 -0.2 0.612
S 3.352 -2.110 -2.447 0.0 -0.1 0.1 -0.336
C 1.641 -2.467 -2.143 0.2 0.3 0.0 1.163
C 1.264 -3.758 -1.790 -0.1 0.4 -0.2 -0.487
C -0.078 -4.038 -1.581 0.4 0.3 -0.1 -0.855
C -1.004 -3.010 -1.696 0.2 -0.2 0.0 -0.938
C -0.630 -1.707 -2.030 -0.2 -0.2 0.0 -0.008
C -1.718 -0.666 -2.104 0.2 -0.1 0.2 -1.018
C -1.834 0.159 -0.809 -0.4 0.0 0.1 0.189
O -2.953 -0.268 -0.038 0.2 0.1 -0.4 -0.476
C -1.952 1.671 -1.054 0.3 -0.2 0.3 0.450
F -2.584 1.965 -2.192 -0.3 0.1 -0.4 -0.287
F -0.748 2.248 -1.099 0.3 0.1 -0.1 -0.204
F -2.630 2.273 -0.077 -0.2 0.2 0.3 -0.277
C 0.715 -1.426 -2.276 -0.3 -0.4 0.3 -0.820
H -1.063 1.987 -4.266 -0.1 0.1 0.0 0.180
H 0.381 2.266 -3.301 0.0 0.0 0.1 0.010
H 0.244 2.996 -4.908 -0.1 0.2 -0.1 0.475
H 2.455 0.023 -4.366 0.2 0.0 0.1 0.428
H 1.134 -1.087 -4.578 -0.1 -0.2 0.0 0.554
H 1.474 2.295 -1.517 -0.2 -0.1 -0.1 0.222
H 3.451 3.062 -0.284 -0.2 0.1 0.0 0.416
H 5.367 1.594 0.067 0.2 0.0 0.1 0.434
H 5.334 -0.717 -0.892 0.1 -0.1 0.0 0.416
H 2.035 -4.507 -1.708 0.0 -0.2 0.1 0.419
H -0.362 -5.047 -1.329 -0.2 0.0 0.1 0.411
H -2.047 -3.234 -1.525 -0.1 0.1 0.0 0.403
H -1.652 -0.045 -2.991 0.2 0.1 0.0 0.291
H -2.659 -1.205 -2.158 -0.2 0.0 -0.2 0.688
H -0.968 0.005 -0.173 0.2 0.1 0.1 0.458
H -3.738 0.092 -0.465 -0.2 -0.2 0.1 0.348
C -5.290 -0.435 4.352 0.0 0.0 0.0 -0.332
C -4.482 -0.608 5.465 0.0 0.0 0.0 -0.467
C -3.109 -0.638 5.282 0.1 0.0 0.0 -0.220
N -2.518 -0.514 4.094 -0.2 0.0 0.1 -0.352
C -3.308 -0.348 3.031 0.2 0.0 0.1 -0.200
C -4.692 -0.301 3.109 0.0 0.0 0.0 -0.515
H -6.367 -0.404 4.453 0.0 0.0 0.0 0.379
H -4.906 -0.716 6.454 0.0 0.0 0.0 0.364
H -2.441 -0.771 6.127 0.0 0.0 0.0 0.387
H -2.806 -0.248 2.079 -0.1 0.0 0.1 0.635
H -5.286 -0.163 2.216 0.0 0.0 0.0 0.342
C 0.619 0.900 4.244 -0.1 0.1 0.0 -0.276
C 1.442 0.738 5.347 0.0 0.0 -0.1 -0.391
C 2.814 0.699 5.148 0.1 0.0 0.0 -0.285
N 3.391 0.802 3.952 -0.1 0.0 0.0 -0.532
C 2.586 0.953 2.901 0.1 0.0 0.0 -0.277
C 1.203 1.011 2.993 0.0 0.0 0.0 -0.286
H -0.456 0.929 4.353 0.0 -0.1 0.0 0.314
H 1.030 0.644 6.343 0.0 0.0 0.0 0.367
H 3.492 0.576 5.986 0.0 0.0 0.0 0.356
H 3.079 1.030 1.938 0.0 0.0 0.0 0.541
H 0.601 1.137 2.103 0.0 0.0 0.0 0.473
```
Positions in Å, forces in eV/Å.

Output
* HOMO-LUMO gap: 8.92 eV
* SMILES string: [H]/N=C(/C)CN1c2ccccc2Sc2cccc(C[C@H](O)C(F)(F)F)c21.c1ccncc1.c1ccncc1
* net charge: 0
* HOMO level: -8.44 eV
* E_tot: -56469.514 eV


# C4H13N2O2

2 unconnected molecules or ions with the total composition C4H13N2O2 in a non-equilibrium geometry (ωB97M-V with the def2-TZVPD basis set, OMol25).

```
21
Properties=species:S:1:pos:R:3:forces:R:3:mulliken_charge:R:1
O 0.805 2.208 1.167 -0.7 -0.4 0.1 -0.423
C 0.862 1.115 1.672 1.9 1.8 0.6 -0.402
C -0.104 0.007 1.465 -0.4 -1.0 -1.4 0.454
C -1.017 0.293 0.223 0.4 1.5 0.7 -0.652
C -1.351 -0.901 -0.623 -2.3 1.0 1.5 -0.902
N -0.280 -1.287 -1.558 -0.9 -0.1 -1.9 -0.188
N 0.648 -1.263 1.188 -0.9 -0.9 1.1 -0.683
H 1.801 0.964 2.281 -0.8 -0.7 0.0 0.381
H -0.750 -0.146 2.353 0.6 0.1 -0.3 0.416
H -0.539 1.083 -0.372 0.2 -0.4 -0.1 0.179
H -1.927 0.836 0.526 0.1 -0.6 0.1 0.468
H -2.336 -0.692 -1.082 0.9 0.0 -0.8 0.484
H -1.634 -1.762 0.009 0.8 0.0 -0.4 0.307
H -0.778 -1.876 -2.233 0.7 -0.9 0.3 0.385
H 0.134 -0.590 -2.237 -0.2 0.0 1.8 0.323
H 1.660 -1.302 1.180 0.2 1.1 0.0 0.258
H 0.430 -1.855 1.993 0.1 -0.3 -0.6 0.227
H 0.399 -1.763 -0.952 0.4 -0.1 -0.3 0.365
H 1.974 2.426 -1.224 -0.1 0.1 0.0 0.280
H 0.843 2.508 -2.264 0.2 0.1 0.1 0.301
O 1.161 1.998 -1.510 -0.1 -0.4 -0.5 -0.578
```
Positions in Å, forces in eV/Å.

Output
* HOMO-LUMO gap: 9.98 eV
* ΔE to the lowest compared entry with this formula, charge and spin: 265.1 kJ/mol
* net charge: +1
* HOMO level: -13.24 eV
* E_tot: -11426.727 eV